{
  "formula": "CHNO3",
  "method": "ωB97M-V/def2-TZVPD",
  "symbols": ["O", "C", "O", "N", "O", "H"],
  "xyz": [[0.697, -0.094, 1.420], [-0.212, 0.511, 1.186], [-1.153, 1.182, 1.022], [0.049, -0.368, -0.979], [-0.335, -1.279, -1.628], [0.954, 0.048, -1.020]],
  "atomic_forces_ev_per_a": [[4.5929, -2.9114, 1.3758], [-5.2426, 3.5236, -0.7840], [0.4967, -0.2773, 0.2869], [-4.0389, 0.5194, 1.8139], [1.5034, -0.3202, -0.9825], [2.6886, -0.5340, -1.7101]],
  "fmax_ha_per_bohr": 0.1238,
  "charge": 0,
  "energy_ha": -319.09400,
  "gap_ev": [8.97, 8.97],
  "smiles": "O=C=O.N=O",
  "multiplicity": 1
}

=====

{
  "formula": "C16H20BrN3O2RuS",
  "method": "ωB97M-V/def2-TZVPD",
  "symbols": ["Ru", "N", "C", "C", "C", "C", "N", "H", "H", "H", "H", "H", "H", "H", "H", "H", "H", "H", "H", "O", "C", "O", "C", "C", "C", "C", "C", "C", "S", "H", "H", "H", "H", "Br", "C", "C", "C", "C", "N", "C", "H", "H", "H", "H"],
  "xyz": [[0.290, -0.521, -0.398], [-1.247, -2.053, -0.465], [-0.837, -3.476, -0.299], [-0.826, -3.907, 1.160], [-0.019, -3.019, 2.104], [1.424, -2.785, 1.669], [1.601, -1.465, 1.005], [-1.996, -1.849, 0.197], [-1.696, -1.962, -1.374], [0.152, -3.587, -0.749], [-1.515, -4.121, -0.860], [-0.442, -4.929, 1.186], [-1.857, -3.968, 1.521], [-0.030, -3.462, 3.099], [-0.510, -2.048, 2.212], [1.752, -3.551, 0.964], [2.101, -2.835, 2.521], [2.509, -1.433, 0.538], [1.687, -0.746, 1.723], [3.381, 2.122, 0.202], [2.233, 1.740, 0.224], [1.813, 0.758, -0.528], [1.244, 2.458, 1.134], [1.711, 3.663, 1.655], [0.936, 4.449, 2.490], [-0.342, 4.036, 2.836], [-0.829, 2.841, 2.342], [-0.050, 2.048, 1.491], [-0.889, 0.569, 1.016], [2.713, 3.960, 1.380], [1.329, 5.381, 2.873], [-0.958, 4.639, 3.489], [-1.824, 2.510, 2.614], [-1.221, -1.027, -5.888], [-1.071, 0.121, -4.412], [-1.357, 1.473, -4.514], [-1.209, 2.260, -3.385], [-0.792, 1.685, -2.200], [-0.539, 0.375, -2.102], [-0.667, -0.390, -3.194], [-1.679, 1.896, -5.455], [-1.410, 3.321, -3.418], [-0.643, 2.272, -1.304], [-0.421, -1.442, -3.100]],
  "atomic_forces_ev_per_a": [[-0.0384, -0.0683, 0.0226], [-0.1033, 0.0112, -0.1252], [0.0566, 0.0514, 0.0068], [-0.0418, -0.0902, -0.0523], [-0.0286, 0.1215, 0.0317], [0.0341, -0.0505, -0.1178], [0.0716, 0.2233, -0.0021], [0.0630, -0.0231, 0.0402], [-0.0301, 0.0174, 0.0504], [-0.0014, 0.0103, 0.0188], [-0.0028, -0.0241, 0.0232], [0.0219, 0.0231, 0.0350], [0.0011, 0.0255, -0.0046], [-0.0085, -0.0793, -0.0200], [0.0217, 0.0117, 0.0480], [-0.0310, -0.0124, 0.0160], [-0.0053, 0.0084, 0.0115], [-0.0020, 0.0160, 0.0233], [-0.0230, -0.0407, 0.0237], [-0.0090, -0.0057, -0.0194], [0.0396, -0.0389, 0.0192], [-0.0703, -0.0657, -0.0488], [-0.0251, -0.0381, -0.0292], [-0.0180, 0.0479, 0.0336], [0.0125, -0.0184, -0.0148], [-0.0114, 0.0094, 0.0112], [0.0137, 0.0164, 0.0009], [-0.0394, 0.0129, 0.0441], [0.0483, -0.0022, -0.0336], [-0.0016, 0.0048, 0.0037], [0.0094, 0.0030, -0.0053], [-0.0046, -0.0062, 0.0013], [-0.0025, -0.0118, -0.0055], [-0.0013, 0.0064, 0.0052], [0.0135, -0.0171, 0.0084], [-0.0035, -0.0073, -0.0180], [-0.0014, 0.0342, 0.0100], [0.0615, 0.0087, 0.0911], [0.0638, -0.0973, -0.0703], [-0.0047, 0.0256, 0.0050], [0.0003, 0.0069, 0.0004], [0.0028, 0.0015, -0.0044], [-0.0151, -0.0040, -0.0053], [-0.0112, 0.0042, -0.0088]],
  "fmax_ha_per_bohr": 0.0046,
  "charge": 1,
  "energy_ha": -4003.37456,
  "gap_ev": [7.56, 6.97],
  "multiplicity": 2
}

=====

{
  "formula": "C23H18BrN3O6Sn",
  "method": "ωB97M-V/def2-TZVPD",
  "symbols": ["Sn", "O", "C", "C", "C", "C", "C", "C", "C", "O", "N", "N", "C", "C", "Br", "C", "C", "C", "C", "C", "C", "C", "H", "H", "H", "H", "H", "H", "H", "H", "H", "H", "H", "H", "H", "H", "O", "C", "C", "C", "C", "C", "C", "C", "O", "N", "O", "O", "H", "H", "H", "H"],
  "xyz": [[1.326, -0.182, 2.074], [-0.928, 5.292, 0.680], [0.154, 4.974, -0.138], [0.371, 5.720, -1.281], [1.412, 5.368, -2.126], [2.224, 4.276, -1.837], [1.983, 3.515, -0.703], [0.944, 3.857, 0.148], [0.638, 2.980, 1.356], [1.399, 1.953, 1.580], [-0.859, 2.562, 0.964], [-1.208, 1.388, 0.910], [-2.537, 1.118, 0.576], [-2.923, -0.154, 0.327], [-1.648, -1.525, 0.300], [-4.339, -0.362, 0.110], [-5.093, -1.460, -0.232], [-4.596, -2.712, -0.727], [-5.465, -3.732, -0.984], [-6.838, -3.561, -0.746], [-7.366, -2.346, -0.297], [-6.514, -1.301, -0.073], [-0.623, 5.453, 1.583], [-0.260, 6.575, -1.485], [1.599, 5.963, -3.009], [3.040, 4.018, -2.498], [2.599, 2.662, -0.453], [0.403, 3.568, 2.263], [-1.466, 3.375, 0.725], [-3.242, 1.945, 0.541], [-4.912, 0.541, 0.308], [-3.547, -2.832, -0.940], [-5.105, -4.672, -1.378], [-7.510, -4.390, -0.935], [-8.430, -2.237, -0.147], [-6.897, -0.345, 0.261], [3.443, 0.134, 2.046], [4.370, -0.572, 1.580], [4.262, -1.806, 0.901], [5.468, -2.424, 0.506], [5.429, -3.622, -0.135], [4.211, -4.256, -0.418], [3.030, -3.666, -0.057], [3.011, -2.423, 0.611], [1.865, -1.899, 0.951], [6.689, -4.265, -0.543], [6.607, -5.372, -1.028], [7.712, -3.643, -0.356], [5.379, -0.166, 1.706], [6.423, -1.957, 0.711], [4.230, -5.213, -0.922], [2.083, -4.141, -0.272]],
  "atomic_forces_ev_per_a": [[0.0529, -0.0585, 0.6845], [-0.0706, -0.2781, 0.1252], [0.1163, -0.0341, -0.1594], [0.0076, 0.0424, 0.1650], [0.0805, -0.0543, -0.0293], [-0.0663, -0.0125, 0.0572], [0.0716, 0.0400, -0.1617], [-0.0783, -0.0075, 0.0917], [-0.1144, 0.0386, 0.0307], [-0.0102, -0.2965, -0.4112], [0.0443, 0.0171, 0.0348], [0.1375, 0.1127, -0.0017], [-0.0556, -0.0076, -0.0983], [0.1849, 0.0022, -0.1257], [-0.1067, -0.0116, 0.0100], [-0.0994, 0.0047, 0.0234], [-0.0022, 0.0451, -0.0802], [0.0379, -0.0392, 0.0017], [0.0004, -0.0024, -0.0014], [0.0015, 0.0053, 0.0029], [0.0031, -0.0015, -0.0236], [-0.0372, 0.0344, 0.0085], [-0.0080, 0.2347, -0.0600], [-0.0073, -0.0037, 0.0090], [0.0012, -0.0216, -0.0161], [0.0160, 0.0181, 0.0096], [0.0073, 0.0057, -0.0105], [0.0557, 0.0659, -0.0421], [-0.0574, -0.0449, 0.0614], [-0.0477, -0.0384, 0.0575], [-0.0219, -0.0269, 0.0523], [0.0017, -0.0197, 0.0399], [0.0072, -0.0027, 0.0133], [-0.0026, 0.0039, -0.0097], [0.0010, 0.0047, 0.0050], [-0.0053, -0.0067, 0.0052], [0.0258, 0.0021, -0.0132], [0.0267, 0.1528, -0.0018], [-0.1096, -0.0156, -0.0257], [0.0654, 0.0234, 0.0005], [-0.0568, 0.0211, -0.0298], [0.0564, -0.0230, 0.0173], [-0.0983, 0.0617, -0.0199], [0.1582, -0.1359, -0.0808], [-0.1158, 0.2613, -0.1842], [0.0218, -0.0376, 0.0538], [-0.0050, 0.0165, -0.0334], [-0.0098, 0.0022, -0.0057], [0.0062, -0.0324, 0.0587], [-0.0049, -0.0003, 0.0046], [-0.0058, 0.0033, -0.0030], [0.0081, -0.0068, 0.0046]],
  "fmax_ha_per_bohr": 0.0134,
  "charge": 2,
  "energy_ha": -4290.52798,
  "gap_ev": [4.04, 4.04],
  "multiplicity": 1
}

=====

{
  "formula": "C50H55BF3IO19P",
  "method": "ωB97M-V/def2-TZVPD",
  "symbols": ["C", "C", "C", "I", "P", "C", "O", "B", "O", "O", "O", "C", "C", "C", "O", "O", "C", "C", "C", "C", "C", "C", "C", "O", "C", "C", "O", "C", "C", "C", "F", "C", "F", "F", "O", "H", "H", "H", "H", "H", "H", "H", "H", "H", "H", "H", "H", "H", "H", "H", "H", "H", "H", "H", "H", "H", "H", "H", "H", "H", "H", "H", "H", "H", "H", "H", "H", "H", "H", "H", "C", "C", "C", "O", "C", "C", "C", "O", "H", "H", "H", "H", "C", "C", "C", "O", "C", "C", "C", "O", "H", "H", "H", "H", "C", "C", "C", "O", "C", "C", "C", "O", "H", "H", "H", "H", "C", "C", "C", "O", "C", "C", "C", "O", "H", "H", "H", "H", "C", "C", "C", "O", "C", "C", "C", "O", "H", "H", "H", "H"],
  "xyz": [[4.311, 1.360, 2.527], [5.130, 2.695, 2.176], [4.744, 3.968, 3.040], [4.313, 3.214, 5.087], [3.091, 4.864, 2.466], [4.139, 5.853, 1.219], [3.370, 5.853, 3.868], [3.344, 7.231, 3.681], [4.577, 7.991, 3.489], [2.168, 8.064, 3.776], [2.767, 3.725, 1.145], [1.600, 4.066, 0.402], [1.010, 2.986, -0.585], [2.205, 2.565, -1.550], [2.436, 3.302, -2.510], [2.968, 1.430, -1.302], [0.622, 4.880, 1.385], [-0.171, 5.830, 0.395], [-1.752, 5.705, 0.441], [-2.320, 4.334, -0.104], [-3.690, 3.894, 0.591], [-4.269, 2.686, -0.271], [-3.585, 1.296, 0.075], [-2.817, 0.798, -1.075], [-2.196, -0.404, -0.726], [-0.636, -0.415, -0.450], [-2.793, -1.484, -0.636], [-0.142, 4.120, 2.548], [-0.206, 2.535, 2.399], [-0.916, 1.986, 3.706], [-0.194, 1.324, 4.723], [-2.318, 2.170, 3.918], [-2.831, 3.351, 4.451], [-3.282, 1.203, 3.660], [1.573, 5.685, 2.138], [4.784, 0.769, 3.351], [4.315, 0.739, 1.570], [3.225, 1.607, 2.727], [6.203, 2.432, 2.470], [5.180, 2.876, 1.062], [5.598, 4.684, 3.183], [2.471, 3.823, 3.265], [3.593, 6.733, 0.753], [5.165, 6.139, 1.604], [4.344, 5.149, 0.349], [4.492, 8.706, 4.154], [2.422, 9.001, 3.757], [2.035, 4.836, -0.324], [0.710, 2.040, -0.053], [0.166, 3.345, -1.228], [3.393, 1.225, -2.161], [0.063, 6.920, 0.621], [0.129, 5.697, -0.695], [-2.171, 6.529, -0.212], [-2.091, 5.942, 1.495], [-1.610, 3.460, 0.024], [-2.476, 4.443, -1.219], [-3.475, 3.465, 1.619], [-4.439, 4.738, 0.616], [-5.378, 2.540, -0.077], [-4.160, 2.836, -1.383], [-2.918, 1.351, 0.983], [-4.379, 0.511, 0.272], [-0.044, -0.014, -1.324], [-0.456, 0.158, 0.506], [-0.255, -1.464, -0.259], [0.411, 4.322, 3.516], [-1.199, 4.477, 2.735], [0.799, 2.047, 2.242], [-0.896, 2.262, 1.553], [1.132, -2.038, 4.667], [2.021, -1.045, 4.667], [3.334, -1.191, 5.333], [4.141, -0.286, 5.331], [3.623, -2.483, 5.997], [2.733, -3.475, 5.995], [1.420, -3.328, 5.329], [0.608, -4.237, 5.326], [0.166, -1.948, 4.185], [1.828, -0.094, 4.187], [4.589, -2.573, 6.478], [2.927, -4.426, 6.476], [-6.046, -1.248, -2.556], [-6.505, -2.441, -2.933], [-7.898, -2.852, -2.652], [-8.317, -3.940, -2.994], [-8.763, -1.886, -1.938], [-8.305, -0.693, -1.561], [-6.911, -0.283, -1.843], [-6.492, 0.805, -1.502], [-5.029, -0.930, -2.752], [-5.886, -3.159, -3.457], [-9.780, -2.203, -1.742], [-8.924, 0.025, -1.037], [1.122, -3.508, -4.509], [0.657, -4.706, -4.862], [-0.739, -5.102, -4.574], [-1.163, -6.197, -4.894], [-1.600, -4.118, -3.880], [-1.135, -2.921, -3.526], [0.262, -2.524, -3.815], [0.686, -1.431, -3.494], [2.141, -3.202, -4.711], [1.274, -5.438, -5.371], [-2.618, -4.426, -3.677], [-1.750, -2.189, -3.017], [2.790, -8.066, -6.847], [2.957, -8.925, -7.852], [3.580, -8.503, -9.126], [3.731, -9.285, -10.044], [4.013, -7.092, -9.240], [3.846, -6.234, -8.234], [3.223, -6.656, -6.961], [3.072, -5.873, -6.042], [2.335, -8.356, -5.908], [2.646, -9.960, -7.785], [4.468, -6.802, -10.178], [4.156, -5.198, -8.301], [-3.003, -4.814, 0.973], [-2.083, -3.849, 0.935], [-0.794, -3.993, 1.649], [0.047, -3.114, 1.619], [-0.566, -5.246, 2.404], [-1.486, -6.208, 2.441], [-2.775, -6.066, 1.727], [-3.614, -6.947, 1.760], [-3.952, -4.728, 0.459], [-2.238, -2.921, 0.383], [0.382, -5.332, 2.920], [-1.336, -7.130, 2.988]],
  "atomic_forces_ev_per_a": [[-0.1528, 0.4175, -1.7110], [1.4524, -0.8335, 1.2461], [0.0100, -1.1328, -0.8619], [0.6050, 0.4162, -0.2105], [0.7606, -1.6552, 0.6615], [0.4423, 0.4290, -1.1218], [-0.8358, 3.0999, -1.3928], [0.0401, 0.2959, 0.3407], [-1.3615, -0.4088, 1.2530], [1.3533, -0.9012, 0.2593], [-1.7527, -1.3009, -0.9233], [1.2789, 1.4301, -0.1242], [1.6772, -2.0681, 0.7546], [-0.2397, 1.7808, -1.0005], [-0.0942, -1.7636, 1.4069], [-1.4538, 1.0210, -0.5284], [1.4198, 0.6739, -0.3126], [-1.3876, 0.7697, -0.0347], [0.4107, 0.2032, -0.0531], [-0.4568, 0.1262, 0.6111], [0.6189, -0.8954, -1.4548], [-0.3677, -0.6091, 0.4868], [-1.1872, -0.0155, 0.2372], [0.9767, -1.1764, 1.1501], [0.7827, -1.8528, 0.0427], [-0.3601, 0.0377, -0.0982], [0.2166, 3.0012, -0.6647], [-0.0884, -0.7510, 0.0963], [-0.7336, 0.5791, 1.6850], [-0.5103, 1.1185, 0.0031], [-1.1144, -0.8672, -2.4062], [0.8935, -0.0375, 0.1961], [0.0583, -1.8418, -2.4676], [1.1303, 1.3131, 2.1298], [-0.0578, -0.4120, -1.1660], [-0.6274, 0.7728, -0.7379], [-0.0103, 0.5336, 1.1684], [1.2766, -0.3425, -0.0039], [-1.1068, 0.3248, -0.4652], [-0.5183, 0.1145, 1.2581], [-0.8126, -0.7782, -0.1560], [-0.4429, 1.0061, 0.0388], [0.7303, -0.7724, 0.7711], [-1.3723, 0.0441, -0.2477], [-0.2879, 0.7556, 1.0798], [0.4190, -0.3184, -0.7756], [-0.1474, -0.5628, -0.2071], [-1.1889, -0.3590, 0.6832], [0.1036, 1.0579, -0.4010], [1.0090, -0.0984, 0.6321], [-0.0209, 0.3411, 0.5826], [-0.0298, -1.4099, 0.0149], [-0.1108, -0.1242, 1.3737], [0.3648, -0.8279, 0.7208], [0.1892, -0.4781, -1.1097], [-0.5949, 1.1257, -0.0685], [0.0684, -0.1918, 1.1409], [-0.3618, 0.9180, -0.9357], [0.8800, -0.8713, 0.1676], [1.3270, 0.2844, -0.2125], [-0.0591, 0.0368, 1.1569], [-0.5171, 0.0833, -0.9094], [0.8661, 0.9524, -0.0847], [-0.7703, -0.0451, 1.0568], [-0.0574, -0.3056, -1.1593], [-0.8567, 1.1595, -0.2314], [-0.5128, -0.1494, -1.3753], [1.0633, -0.2294, -0.5259], [-0.8834, 0.6919, 0.4377], [0.8464, 0.1317, 0.7955], [0.0540, 0.1666, -0.0077], [-0.2573, -0.0709, -0.1316], [0.1853, 0.4072, -0.0817], [-0.0788, -0.4553, 0.1771], [-0.0668, -0.3159, 0.1042], [0.2280, 0.0635, 0.0735], [-0.1981, -0.0047, -0.0819], [0.1177, 0.0106, 0.0030], [0.0230, -0.0291, 0.0006], [0.0619, 0.0289, 0.0564], [0.0058, 0.0461, -0.0119], [-0.0430, -0.0107, -0.0142], [0.1161, -0.2287, -0.1596], [0.1623, 0.1911, 0.0292], [-0.0555, -0.3290, -0.1056], [0.0387, 0.1908, 0.0530], [-0.0562, 0.2437, 0.1244], [-0.2241, -0.1693, -0.0003], [0.1675, 0.2454, 0.0772], [-0.1495, -0.1793, -0.0638], [-0.0009, 0.0469, 0.0815], [-0.0430, -0.0244, 0.0068], [0.0181, -0.0417, -0.0188], [0.0434, 0.0215, -0.0009], [0.0403, -0.1955, -0.1009], [0.0256, 0.0383, -0.0498], [-0.0753, -0.1877, -0.0340], [0.0622, 0.1551, 0.0268], [-0.0844, 0.2052, 0.1125], [-0.2173, -0.1241, -0.0040], [0.1661, 0.2565, 0.0885], [-0.0953, -0.1489, -0.0511], [-0.0038, 0.0020, 0.0104], [-0.2253, 0.1823, 0.2180], [0.0134, -0.0348, 0.0022], [0.0288, -0.0105, 0.0316], [-0.0424, -0.2351, -0.0443], [-0.0828, 0.0537, 0.2476], [0.0353, -0.2365, -0.2584], [-0.0190, 0.1392, 0.1563], [0.0309, 0.2556, 0.0919], [0.0870, -0.0101, -0.2301], [0.0203, 0.1314, 0.1669], [0.3415, -0.2320, -0.3152], [-0.0049, 0.0450, 0.0046], [0.0132, 0.0091, -0.0412], [-0.0104, -0.0426, -0.0068], [-0.0180, -0.0044, 0.0442], [0.1569, 0.1532, -0.0155], [-0.1544, 0.0604, -0.0863], [0.0506, 0.0423, 0.0361], [-0.0849, -0.1228, 0.0050], [0.0773, -0.2467, 0.0994], [0.2057, 0.0940, 0.0308], [-0.2470, -0.1806, -0.0072], [0.1236, 0.0936, 0.0032], [-0.0122, -0.0202, 0.0136], [0.1053, -0.3996, 0.2304], [-0.0445, 0.0480, 0.0250], [-0.0377, 0.0039, -0.0090]],
  "fmax_ha_per_bohr": 0.0681,
  "charge": -1,
  "energy_ha": -4331.11437,
  "gap_ev": 3.97,
  "multiplicity": 1
}

=====

{
  "formula": "CH5N2S",
  "method": "ωB97M-V/def2-TZVPD",
  "symbols": ["C", "N", "N", "S", "H", "H", "H", "H", "H"],
  "xyz": [[-0.271, 0.453, 0.064], [-1.523, 0.218, 0.050], [0.631, -0.424, 0.192], [2.348, -0.051, 0.168], [0.140, 1.520, -0.014], [-2.141, 1.009, 0.191], [-1.954, -0.693, 0.314], [0.109, -1.332, 0.175], [2.662, -0.699, -1.140]],
  "atomic_forces_ev_per_a": [[1.8553, 4.0914, 0.2069], [-3.5154, -0.3329, 0.7114], [-4.5886, -4.6748, -0.5826], [6.4883, 0.9110, -1.7952], [-1.1105, -1.2114, 0.0444], [-0.1303, -0.0732, -0.3265], [0.7216, 0.9267, -0.5024], [1.3894, -0.2204, 0.0247], [-1.1097, 0.5836, 2.2193]],
  "fmax_ha_per_bohr": 0.1321,
  "charge": 1,
  "energy_ha": -548.36016,
  "gap_ev": [7.05, 8.09],
  "multiplicity": 3
}